C6H10O | wB97M-V/def2-TZVPD

As for the SMILES: C1=CCOCCC1. Its multiplicity is 1. Its energy is -309.79364 a.u. The highest occupied orbital energy is -8.9 eV. As for the strongest force on any atom: 2.593 eV Å⁻¹. The energy above the lowest of the compared OMol25 structures with the same formula, charge and spin comes out at 127.9 kJ/mol.

```
17
Properties=species:S:1:pos:R:3:forces:R:3:lowdin_charge:R:1
C -1.33565 -0.31645 0.33005 0.13 -0.08 0.16 -0.1918
C -0.62031 -1.47375 -0.35012 0.15 -0.17 0.32 -0.2462
O 0.71739 -1.15148 -0.73043 1.55 0.31 1.72 -0.1663
C 1.59856 -0.51999 0.42972 -1.37 -1.64 -1.46 -0.1056
C 1.51868 0.92463 0.21329 -0.18 -0.15 -0.23 -0.1062
C 0.41349 1.45738 -0.27204 0.21 0.93 0.24 -0.1066
C -0.99302 0.98631 -0.35256 -0.17 0.07 -0.13 -0.1956
H -1.04588 -0.25424 1.38288 -0.01 0.00 0.01 0.1111
H -2.42073 -0.48051 0.31392 0.19 -0.03 -0.02 0.1161
H -0.63049 -2.34990 0.30673 0.01 -0.10 0.04 0.1108
H -1.18679 -1.75928 -1.25576 0.61 0.20 0.09 0.1262
H 1.21058 -0.90178 1.36735 -0.19 -0.04 0.18 0.1076
H 2.65820 -0.81603 0.37607 -0.62 -0.52 -0.55 0.1154
H 2.45734 1.45766 0.22413 -0.04 0.32 -0.03 0.0999
H 0.51807 2.44627 -0.65025 0.02 0.97 -0.11 0.0943
H -1.27180 0.95465 -1.40444 -0.11 -0.10 -0.26 0.1225
H -1.58764 1.79652 0.07148 -0.16 0.05 0.05 0.1145
```
Positions in Å, forces in eV/Å.



C21H33I2N8O3PtS | wB97M-V/def2-TZVPD

Its multiplicity is 1. Its energy is -2595.70949 a.u. The net charge is +3. The highest occupied orbital energy is -15.5 eV. As for the strongest force on any atom: 0.254 eV Å⁻¹. The energy above the lowest of the compared OMol25 structures with the same formula, charge and spin comes out at 0.0 kJ/mol.

```
69
Properties=species:S:1:pos:R:3:forces:R:3:lowdin_charge:R:1
Pt 0.33149 0.18227 1.49579 -0.02 0.01 0.08 0.7585
I 0.26015 -1.63764 3.43076 0.03 0.02 -0.01 1.2552
C -0.47127 -0.16090 4.78098 0.00 0.00 -0.06 -0.8718
I -0.34681 1.65176 3.67736 0.02 0.01 -0.06 1.1803
H 0.17009 -0.10600 5.65431 -0.01 -0.01 0.00 0.0155
H -1.51520 -0.37725 4.97021 -0.02 0.00 0.02 0.0043
O -5.12576 -0.90980 2.92068 0.06 0.03 -0.06 0.1218
C -5.06908 -0.77504 1.59399 0.05 0.00 0.06 -0.2345
C -6.26560 -0.94520 0.88958 -0.05 0.00 -0.04 0.0301
C -6.28937 -0.82618 -0.47788 -0.01 -0.01 0.03 -0.0201
C -5.12117 -0.53252 -1.20024 -0.02 0.01 0.00 -0.0609
C -3.94548 -0.36421 -0.52169 0.02 0.00 0.03 -0.0477
C -3.88486 -0.47859 0.88590 -0.01 0.02 -0.05 -0.0762
C -2.62848 -0.30909 1.60132 -0.05 -0.06 0.11 -0.5386
O -2.50367 -0.40432 2.82602 -0.02 -0.02 -0.02 -0.1262
O -1.57749 -0.04485 0.82973 0.04 0.04 0.00 -0.2945
H -4.23805 -0.77589 3.29142 -0.02 -0.01 0.00 0.0874
H -7.15917 -1.17373 1.45410 0.00 0.00 0.00 0.1392
H -7.22410 -0.96453 -1.00488 0.00 0.00 0.00 0.1272
H -5.15650 -0.44689 -2.27718 0.00 -0.01 0.00 0.1143
H -3.03819 -0.14042 -1.06828 0.00 -0.04 0.01 0.0821
C -2.49944 2.95754 -1.42791 -0.02 0.01 -0.03 0.0489
N -1.57486 3.28509 -0.31469 0.00 -0.01 -0.01 -0.1087
C -1.77621 4.57298 0.39102 0.00 0.02 0.00 0.0455
C -0.63341 2.49631 -0.00352 -0.09 -0.04 -0.04 -0.2108
N 0.29178 1.79256 0.22218 0.08 0.07 0.06 0.0047
H -2.38214 3.70630 -2.20882 0.01 0.01 0.01 0.1170
H -3.51629 2.97208 -1.04088 0.00 -0.02 0.01 0.1161
H -2.26855 1.96918 -1.81416 0.01 0.02 0.00 0.0909
H -1.66421 5.38094 -0.32936 -0.01 0.00 0.00 0.1170
H -1.03691 4.68192 1.17983 0.01 0.00 0.00 0.1019
H -2.78084 4.58432 0.80839 0.00 -0.01 0.00 0.1147
C 0.26067 -0.63634 -1.41370 0.09 -0.01 -0.08 -0.1632
N 0.72863 -1.20470 -0.06780 -0.05 -0.01 0.08 -0.1815
C 2.18898 -1.60505 -0.25237 0.04 0.05 -0.03 -0.1772
N 2.33738 -2.54065 -1.32484 -0.01 0.00 0.03 -0.0638
C 1.85879 -1.93854 -2.57375 0.00 0.01 -0.02 -0.1197
N 0.44012 -1.58983 -2.46274 -0.01 0.01 0.02 -0.0634
C -0.33503 -2.80264 -2.17848 0.01 0.02 -0.01 -0.1054
N 0.14057 -3.41608 -0.93556 -0.05 -0.02 0.01 -0.0640
C -0.05241 -2.52058 0.15276 -0.06 0.06 -0.01 -0.1879
C 1.55907 -3.75361 -1.05671 0.03 0.00 0.00 -0.1132
H 0.86883 0.24849 -1.60694 -0.04 -0.02 0.01 0.1166
H -0.78648 -0.37203 -1.29306 -0.02 -0.01 -0.02 0.1017
H 2.54798 -2.02064 0.69041 -0.02 -0.02 0.01 0.1267
H 2.73333 -0.69953 -0.50316 0.03 0.06 0.05 0.0940
H 1.99587 -2.64746 -3.38800 -0.01 0.01 0.00 0.1482
H 2.43743 -1.03911 -2.79420 0.00 -0.01 0.00 0.1353
H -0.21617 -3.50614 -3.00005 0.00 -0.01 0.01 0.1491
H -1.39185 -2.55091 -2.08073 0.00 0.00 0.00 0.1426
H 0.34327 -2.98114 1.06093 0.00 0.01 -0.01 0.0620
H -1.10225 -2.25917 0.27221 0.04 0.00 0.00 0.1272
H 1.69786 -4.45885 -1.87372 -0.01 0.00 0.00 0.1491
H 1.90708 -4.22024 -0.13395 0.00 0.00 0.00 0.1436
S 2.55731 0.66150 2.22086 -0.06 -0.24 -0.04 0.5790
C 3.65528 1.01713 0.89678 0.06 0.16 -0.03 -0.7240
N 4.88311 0.56615 1.04513 0.04 0.06 0.00 0.0575
C 5.99206 0.94429 0.14761 -0.02 -0.02 -0.01 -0.1056
C 5.42744 1.18601 -1.24080 0.02 -0.01 -0.01 -0.1376
C 4.28413 2.18354 -1.17610 0.02 -0.02 -0.01 -0.1165
N 3.32067 1.76547 -0.13834 0.02 -0.07 0.03 0.0485
H 5.08031 -0.00495 1.85425 -0.01 -0.03 0.00 0.1484
H 6.70529 0.12342 0.14769 0.01 0.01 0.02 0.1418
H 6.48725 1.82980 0.54794 0.00 0.01 0.00 0.1436
H 5.08792 0.23883 -1.66710 -0.02 0.02 0.00 0.1225
H 6.20872 1.57205 -1.89296 0.00 0.00 0.00 0.1397
H 3.75360 2.23875 -2.12493 -0.01 0.00 0.01 0.1328
H 4.64721 3.18236 -0.92987 0.00 0.00 0.00 0.1406
H 2.38762 2.15021 -0.14075 0.01 0.01 -0.02 0.0898
```
Positions in Å, forces in eV/Å.



C9H18BrClO3P | wB97M-V/def2-TZVPD

Its multiplicity is 1. Its energy is -3955.03462 a.u. The net charge is -1. The highest occupied orbital energy is -3.2 eV. As for the strongest force on any atom: 0.674 eV Å⁻¹.

```
33
Properties=species:S:1:pos:R:3:forces:R:3:lowdin_charge:R:1
O -3.99016 3.13592 -2.77430 -0.02 -0.09 -0.07 -0.4738
P -3.12357 1.77720 -3.20021 0.24 0.54 0.32 0.3688
Cl -4.80255 1.04001 -4.46695 -0.20 -0.19 -0.25 -0.1071
C -3.00690 0.81995 -1.81259 0.01 -0.50 -0.24 -1.0096
Br -4.52769 -0.04942 -0.95509 -0.06 0.24 0.13 0.3384
H -4.79146 2.90114 -2.29114 -0.05 -0.07 0.05 0.0016
H -2.21658 0.07744 -1.88749 0.00 0.08 0.05 -0.0816
C -0.25070 2.86786 2.23052 -0.01 -0.01 0.00 -0.1749
C 1.13724 2.33069 1.87500 -0.03 0.00 0.01 -0.1748
C 0.79737 1.37025 0.73869 -0.04 0.04 0.07 -0.2140
O -0.33025 1.92691 0.07780 0.16 -0.03 -0.16 -0.1469
C -0.90276 2.96801 0.85342 -0.04 -0.01 0.03 -0.2085
H -0.23127 3.82220 2.75781 0.01 0.00 0.00 0.1027
H -0.78404 2.14265 2.84944 0.00 0.00 0.00 0.1104
H 1.77691 3.14167 1.51758 -0.01 0.00 -0.01 0.1067
H 1.64118 1.83577 2.70602 0.00 0.01 0.00 0.1031
H 0.54332 0.37830 1.12210 0.03 0.01 0.01 0.1043
H 1.60475 1.25198 0.01148 0.02 0.01 0.03 0.1160
H -0.68318 3.93724 0.38864 0.00 -0.01 -0.02 0.1156
H -1.98457 2.83096 0.85918 0.01 0.00 0.01 0.1175
C 1.91394 -3.40820 -1.07657 -0.01 0.00 -0.01 -0.1703
C 2.32668 -4.03042 0.25692 0.01 0.00 0.01 -0.1752
C 2.34161 -2.80733 1.16835 0.01 -0.07 -0.07 -0.2141
O 1.34384 -1.92871 0.66590 0.02 0.02 0.10 -0.1571
C 0.90386 -2.36154 -0.62446 -0.03 0.02 -0.02 -0.1902
H 1.48556 -4.12352 -1.77757 0.01 0.00 0.00 0.1099
H 2.77255 -2.93082 -1.55402 0.00 0.00 0.01 0.1118
H 1.56982 -4.74377 0.59017 0.00 0.01 0.00 0.1110
H 3.28924 -4.54077 0.22400 0.00 0.00 -0.01 0.1057
H 3.31887 -2.31021 1.13314 -0.01 0.01 0.01 0.1149
H 2.11367 -3.04015 2.21043 0.00 -0.01 -0.01 0.1144
H -0.09924 -2.79019 -0.53835 0.00 0.01 0.01 0.1233
H 0.84452 -1.49111 -1.27782 0.01 -0.01 -0.01 0.1222
```
Positions in Å, forces in eV/Å.



- Number 2 is which compound?
  C21H33I2N8O3PtS



- Among the records above, which one has the lowest highest occupied orbital energy?
  C21H33I2N8O3PtS



- Which of these has the highest strongest force on any atom?
  C6H10O